{"formula": "C4H7NO2", "method": "ωB97M-V with the def2-TZVPD basis set", "multiplicity": 1, "total_charge": 0, "e_tot_ha": -361.704152, "homo_ev": [-6.82, -7.17], "gap_ev": [7.558, 7.900], "de_lowest_ev": 4.808, "elements": ["C", "H", "C", "H", "C", "O", "C", "H", "H", "H", "H", "N", "O", "H"], "coordinates": [[1.61801, 0.60279, -0.60800], [2.29687, 0.06997, -1.26757], [-1.54242, -1.02941, -0.40295], [1.98450, 1.02071, 0.23980], [0.70582, -0.41541, -0.00450], [1.35334, -1.06437, 1.00117], [-1.31137, 1.05490, 0.66397], [-2.21694, -1.56219, -1.00591], [-1.17110, 1.90253, -0.02703], [1.22398, 1.29188, -1.28993], [-1.21215, 1.06359, 1.75554], [-0.28265, -1.19410, -0.63663], [-2.12512, -0.00916, 0.20981], [0.67924, -1.73175, 1.37223]], "forces_ev_per_angstrom": [[-1.1473, -2.8371, -1.9903], [0.9505, -0.2489, 0.4717], [2.3862, 1.5647, -1.4744], [1.9410, 1.6372, 1.9632], [-2.9411, 0.6069, 0.4519], [-1.8613, -1.1560, 0.5519], [2.4787, -1.6308, -0.0390], [-1.0372, -1.2349, -0.1434], [-0.4596, -0.5964, 0.6211], [-1.3431, 1.1224, -0.4357], [-0.3995, 0.5212, -0.6419], [0.0065, 0.3915, 0.9120], [-0.2100, 0.5502, 0.5291], [1.6361, 1.3100, -0.7760]], "nbo_charge": [-0.6723, 0.2182, 0.4624, 0.2381, 0.5599, -0.6741, -0.3509, 0.1773, 0.1855, 0.2308, 0.1839, -0.5637, -0.4887, 0.4936]}